1.
HN2O4 | ωB97M-V/def2-TZVPD

Atoms and positions in Å:
1 O 1.95630 0.10125 0.55511
2 O -3.58401 -0.12054 -1.48239
3 O 1.13963 -0.80136 0.77848
4 O 2.19818 0.94636 1.53677
5 N -2.58047 -0.66784 -1.35371
6 N -1.61372 -1.20420 -1.24362
7 H 2.48409 1.74634 1.20937

Cartesian forces (eV/Å) of the 3 atoms listed first:
-2.1 -2.3 -1.5
-1.9 1.0 -0.2
2.7 3.0 0.2

* HOMO-LUMO gap (alpha / beta): 3.747 / 3.708 eV
* LUMO level (alpha / beta): -11.3 / -11.3 eV
* energy: -410.3758 hartree
* net charge: +1

How is the electron density shared among the atoms? According to Mulliken, the charges in e are:
1. O 0.446
2. O -0.463
3. O 0.156
4. O -0.039
5. N 0.781
6. N -0.290
7. H 0.410


2.
HN2OP | ωB97M-V/def2-TZVPD

Atoms and positions in Å:
1 P 0.39682 -0.59910 -0.40611
2 O -0.38038 1.28060 1.17239
3 N -0.21062 0.85209 0.04901
4 N 0.18517 -1.43010 0.79953
5 H 0.00902 -0.10349 -1.61482

Cartesian forces (eV/Å) of the 3 atoms listed first:
1.1 0.6 0.0
0.3 -0.4 -2.0
-1.1 4.4 3.1

* HOMO-LUMO gap (alpha / beta): 7.799 / 7.643 eV
* LUMO level (alpha / beta): -1.7 / -2.0 eV
* energy: -526.4576 hartree
* SMILES: N#[PH]N=O

How is the electron density shared among the atoms? According to Mulliken, the charges in e are:
1. P 0.394
2. O -0.250
3. N 0.117
4. N -0.382
5. H 0.120


3.
HN3 | ωB97M-V/def2-TZVPD

Atoms and positions in Å:
1 N 0.42792 -0.34290 0.17724
2 N -0.13277 0.09259 -1.03127
3 N -0.93337 -0.24872 -0.14212
4 H 0.63822 0.49903 0.99614

Cartesian forces (eV/Å) of the 3 atoms listed first:
3.7 0.7 5.9
-3.1 0.7 0.5
-0.1 0.7 -3.2

* HOMO-LUMO gap: 10.059 eV
* LUMO level: -0.1 eV
* energy: -164.7115 hartree
* SMILES: N1=NN1

How is the electron density shared among the atoms? According to Mulliken, the charges in e are:
1. N -0.215
2. N -0.006
3. N -0.008
4. H 0.229


4.
HN3 | ωB97M-V/def2-TZVPD

Atoms and positions in Å:
1 N -1.13392 -0.17811 -0.20957
2 N 1.62480 -0.17955 -0.26389
3 N -2.06572 -0.36908 0.34021
4 H 1.57484 0.72674 0.13325

Cartesian forces (eV/Å) of the 3 atoms listed first:
-1.4 -0.2 0.7
0.3 -1.9 -0.8
1.2 0.2 -0.7

* ⟨S²⟩: 2.01
* HOMO-LUMO gap (alpha / beta): 13.491 / 12.111 eV
* LUMO level (alpha / beta): 1.8 / -0.5 eV
* 2S+1: 3
* energy: -164.7714 hartree

How is the electron density shared among the atoms? According to Mulliken, the charges in e are:
1. N 0.121
2. N -0.222
3. N -0.128
4. H 0.229


5.
HN3O2 | ωB97M-V/def2-TZVPD

Atoms and positions in Å:
1 O -0.59096 -0.63347 0.01774
2 O -1.04641 1.21146 -0.95089
3 N -1.11287 0.65739 0.08607
4 N 1.60161 0.15978 0.46048
5 N 2.20929 -0.29300 -0.32027
6 H -1.06065 -1.10216 0.70686

Cartesian forces (eV/Å) of the 3 atoms listed first:
-0.7 -0.2 -1.1
0.4 -0.6 1.0
-0.7 0.7 -0.8

* HOMO-LUMO gap: 10.786 eV
* LUMO level: 0.0 eV
* energy: -315.2828 hartree
* SMILES: O=NO.N#N

How is the electron density shared among the atoms? According to Mulliken, the charges in e are:
1. O -0.387
2. O -0.265
3. N 0.237
4. N 0.037
5. N -0.021
6. H 0.400


6.
HN3O2 | ωB97M-V/def2-TZVPD

Atoms and positions in Å:
1 O -1.72735 0.82214 -0.47613
2 O -0.80501 -1.07549 -0.90757
3 N 0.38320 0.52488 0.18839
4 N -0.83750 0.04500 -0.47228
5 N 1.07893 -0.32822 0.69025
6 H 1.90773 0.01168 0.97733

Cartesian forces (eV/Å) of the 3 atoms listed first:
-0.7 1.1 -0.1
0.0 0.1 -0.4
2.2 2.1 0.4

* HOMO-LUMO gap: 9.630 eV
* LUMO level: -1.1 eV
* energy: -315.1686 hartree
* SMILES: [H]/N=N/[N+](=O)[O-]

How is the electron density shared among the atoms? According to Mulliken, the charges in e are:
1. O -0.515
2. O -0.502
3. N -0.109
4. N 1.074
5. N -0.214
6. H 0.267